{
  "formula": "C36H102Cl6N18O16P4",
  "method": "ωB97M-V with the def2-TZVPD basis set",
  "lumo_energy_ha": [0.050, 0.050],
  "spin_multiplicity": 2,
  "energy_ha": -7748.3005,
  "charge": -1,
  "homo_ha": [-0.056, -0.184],
  "homo_lumo_gap_ev": [2.89, 6.36],
  "elements": ["O", "P", "N", "C", "C", "N", "C", "C", "N", "C", "C", "H", "H", "H", "H", "H", "H", "H", "H", "H", "H", "H", "H", "H", "H", "H", "H", "H", "H", "O", "P", "N", "C", "C", "N", "C", "C", "N", "C", "C", "H", "H", "H", "H", "H", "H", "H", "H", "H", "H", "H", "H", "H", "H", "H", "H", "H", "H", "O", "P", "N", "C", "C", "N", "C", "C", "N", "C", "C", "H", "H", "H", "H", "H", "H", "H", "H", "H", "H", "H", "H", "H", "H", "H", "H", "H", "H", "O", "P", "N", "C", "C", "N", "C", "C", "N", "C", "C", "H", "H", "H", "H", "H", "H", "H", "H", "H", "H", "H", "H", "H", "H", "H", "H", "H", "H", "C", "N", "O", "O", "H", "H", "H", "C", "N", "O", "O", "H", "H", "H", "C", "N", "O", "O", "H", "H", "H", "C", "N", "O", "O", "H", "H", "H", "C", "N", "O", "O", "H", "H", "H", "C", "N", "O", "O", "H", "H", "H", "Cl", "C", "C", "Cl", "H", "H", "H", "H", "Cl", "C", "C", "Cl", "H", "H", "H", "H", "Cl", "C", "C", "Cl", "H", "H", "H", "H"],
  "xyz": [[3.018, -5.393, -6.851], [3.188, -3.965, -6.352], [4.143, -3.070, -7.440], [3.729, -1.932, -8.212], [5.555, -3.516, -7.710], [4.130, -3.894, -4.992], [4.494, -2.594, -4.318], [3.999, -4.950, -4.080], [1.718, -3.115, -6.122], [1.546, -1.787, -5.497], [0.486, -3.686, -6.652], [3.123, -1.194, -7.686], [3.085, -2.275, -9.021], [4.597, -1.391, -8.589], [5.875, -4.510, -7.398], [6.164, -2.876, -7.071], [5.912, -3.228, -8.698], [4.675, -1.719, -4.942], [3.625, -2.401, -3.688], [5.257, -2.767, -3.559], [3.327, -5.726, -4.447], [4.944, -5.293, -3.659], [3.489, -4.696, -3.150], [2.355, -1.129, -5.815], [0.592, -1.313, -5.724], [1.578, -1.961, -4.421], [0.205, -4.679, -6.303], [0.491, -3.735, -7.741], [-0.429, -3.116, -6.489], [2.911, 1.175, 1.304], [1.470, 1.221, 0.957], [1.042, 2.686, 0.272], [-0.376, 3.182, 0.328], [1.996, 3.424, -0.701], [0.408, 0.956, 2.363], [0.287, 2.048, 3.306], [-0.042, -0.326, 2.861], [0.956, 0.159, -0.288], [2.016, -0.447, -1.157], [-0.331, 0.057, -0.961], [-0.307, 4.236, 0.595], [-0.974, 2.707, 1.106], [-0.810, 3.162, -0.672], [1.936, 3.222, -1.771], [3.024, 3.142, -0.471], [1.859, 4.505, -0.695], [1.151, 2.155, 3.961], [0.020, 3.023, 2.898], [-0.519, 1.872, 4.018], [-1.128, -0.398, 2.796], [0.358, -1.099, 2.205], [0.128, -0.457, 3.929], [2.793, -0.725, -0.445], [1.684, -1.159, -1.912], [2.462, 0.371, -1.724], [-1.036, -0.048, -0.137], [-0.359, -0.736, -1.709], [-0.479, 0.974, -1.530], [1.987, -6.281, 5.965], [0.880, -6.343, 4.875], [-0.536, -7.172, 5.487], [-0.873, -7.003, 6.961], [-1.444, -8.040, 4.683], [1.348, -7.107, 3.446], [0.957, -6.616, 2.053], [2.009, -8.353, 3.550], [0.405, -4.723, 4.295], [-0.962, -4.583, 3.859], [1.225, -3.470, 4.436], [-1.921, -6.919, 7.250], [-0.384, -6.132, 7.395], [-0.496, -7.888, 7.474], [-2.439, -7.599, 4.732], [-1.540, -9.048, 5.086], [-1.047, -8.077, 3.669], [-0.072, -6.832, 1.766], [1.130, -5.540, 2.015], [1.497, -7.083, 1.229], [2.636, -8.355, 4.441], [1.355, -9.223, 3.608], [2.571, -8.508, 2.629], [-1.507, -5.527, 3.891], [-1.492, -3.814, 4.420], [-1.023, -4.243, 2.825], [0.693, -2.776, 5.087], [1.635, -2.959, 3.565], [2.077, -3.621, 5.099], [-5.229, 5.129, -4.187], [-5.877, 4.615, -2.925], [-7.382, 3.663, -3.053], [-8.422, 3.538, -2.034], [-7.101, 2.340, -3.813], [-6.235, 6.019, -1.946], [-5.297, 6.511, -0.930], [-7.200, 6.955, -2.393], [-4.836, 3.621, -1.938], [-3.440, 3.366, -2.238], [-5.382, 2.897, -0.770], [-7.874, 3.071, -1.215], [-9.230, 2.845, -2.266], [-8.802, 4.480, -1.637], [-7.904, 1.609, -3.720], [-6.200, 1.817, -3.493], [-7.022, 2.679, -4.846], [-4.430, 7.001, -1.374], [-5.862, 7.158, -0.260], [-4.896, 5.664, -0.375], [-8.038, 6.916, -1.697], [-6.763, 7.935, -2.586], [-7.578, 6.575, -3.342], [-2.748, 3.891, -1.579], [-3.211, 2.316, -2.059], [-3.201, 3.630, -3.268], [-4.607, 2.602, -0.062], [-5.916, 2.010, -1.112], [-6.132, 3.557, -0.333], [0.462, 5.940, -3.595], [0.628, 7.374, -3.304], [-0.322, 8.011, -2.846], [1.718, 7.809, -3.517], [0.421, 5.892, -4.684], [-0.538, 5.555, -3.398], [1.296, 5.437, -3.105], [7.914, 2.946, -0.067], [6.727, 2.198, -0.705], [6.869, 1.821, -1.876], [5.683, 2.094, -0.028], [8.716, 2.301, 0.292], [7.491, 3.395, 0.831], [8.102, 3.742, -0.788], [-3.748, -0.926, -3.958], [-2.292, -1.193, -4.354], [-1.820, -0.800, -5.443], [-1.618, -1.844, -3.542], [-4.206, -0.177, -4.604], [-3.600, -0.628, -2.919], [-4.417, -1.771, -4.118], [5.199, -1.004, 1.411], [5.501, -2.441, 1.306], [5.446, -3.159, 2.284], [5.747, -2.886, 0.200], [5.396, -0.528, 0.451], [5.923, -0.639, 2.140], [4.111, -1.001, 1.488], [-4.596, 1.972, 3.883], [-4.015, 2.147, 5.286], [-4.814, 2.130, 6.117], [-2.811, 2.418, 5.338], [-4.075, 2.544, 3.115], [-5.613, 2.365, 3.890], [-4.662, 0.933, 3.563], [-1.463, -4.607, -1.085], [-0.084, -4.073, -0.715], [0.603, -3.619, -1.649], [0.159, -4.106, 0.481], [-1.502, -5.498, -0.458], [-1.612, -4.700, -2.161], [-2.033, -3.716, -0.823], [-3.940, 5.286, 2.388], [-2.498, 6.174, 2.934], [-2.236, 7.442, 2.088], [-1.661, 6.908, 0.466], [-1.708, 5.426, 2.985], [-2.678, 6.467, 3.969], [-1.494, 8.039, 2.618], [-3.161, 8.003, 1.960], [4.511, -1.472, 4.981], [3.408, -0.177, 4.373], [3.907, 1.217, 4.868], [5.332, 1.815, 3.952], [2.391, -0.487, 4.617], [3.462, -0.167, 3.284], [4.142, 1.127, 5.928], [3.046, 1.872, 4.734], [0.769, 4.549, 5.755], [1.609, 3.801, 7.142], [0.942, 2.550, 7.795], [1.212, 1.117, 6.739], [1.519, 4.587, 7.892], [2.666, 3.652, 6.923], [-0.104, 2.646, 8.085], [1.430, 2.372, 8.753]],
  "atomic_forces_ev_per_a": [[-0.2, 2.3, 1.2], [-0.6, -0.5, -2.0], [0.7, -0.9, 0.7], [-0.7, 0.0, -0.3], [-0.2, 1.6, 1.3], [0.9, 2.0, -0.5], [-1.4, -1.3, 0.5], [-0.8, -1.2, 2.0], [0.3, -0.6, -0.7], [0.8, -0.7, 0.4], [-0.8, -0.5, -1.1], [0.1, -0.1, 0.4], [0.1, 0.3, -0.6], [0.0, -0.1, -0.1], [-0.9, -0.2, -0.4], [0.4, 0.2, 0.3], [-0.5, -0.6, -0.4], [0.2, -0.5, -0.3], [-0.1, 0.6, 0.1], [0.6, -0.1, -0.5], [0.7, -0.3, -0.4], [0.4, -0.5, -0.6], [-0.4, 0.8, 0.2], [0.1, 0.2, 0.2], [-0.1, -0.3, -0.2], [-0.1, 0.6, 0.2], [0.6, -0.2, 0.2], [0.4, -0.3, -0.3], [0.5, 0.7, 0.7], [-0.4, -0.4, -0.4], [-1.9, -0.9, -0.6], [-0.2, 1.7, -0.2], [1.8, 0.7, -0.5], [-0.6, -1.0, 1.1], [1.0, 1.5, -2.1], [-0.2, 0.1, 0.8], [-0.4, 0.1, -0.9], [1.7, -2.1, 0.3], [0.7, 2.0, 1.3], [0.2, 1.3, 1.0], [-0.2, 0.2, 0.1], [0.1, -0.4, -0.5], [-0.4, -0.4, 0.1], [-0.8, -0.9, -0.1], [-0.1, 0.2, 0.5], [-0.1, 0.1, 0.9], [0.3, 0.2, -0.2], [0.4, 0.0, -0.4], [-0.3, -0.4, -0.1], [-0.4, 0.0, -0.2], [0.1, -0.3, 0.4], [0.8, -0.2, 0.0], [0.2, -0.8, -0.6], [-0.3, -0.4, 0.8], [0.2, 0.1, -0.4], [-0.8, -0.1, -0.6], [-0.1, -0.3, 0.4], [-0.6, 0.2, -0.1], [-3.0, -0.2, -2.8], [1.3, 1.8, 1.6], [0.5, 0.8, 0.3], [1.0, -0.5, -0.9], [0.8, 1.2, 0.8], [-1.5, 1.7, -0.9], [0.1, 0.1, 1.3], [0.5, -1.1, -0.2], [1.2, -1.6, 0.9], [0.0, 0.6, -0.7], [-0.2, -1.1, 1.6], [-0.3, 0.0, -0.9], [0.2, -0.1, -0.3], [0.1, 0.0, 0.2], [-0.2, 0.0, -0.4], [0.3, -0.1, 0.1], [-0.3, -0.1, 0.0], [-0.4, 0.1, 0.5], [-0.1, -0.3, -0.1], [0.7, -0.2, 0.6], [0.2, -0.1, -0.2], [-0.4, -0.2, 0.1], [0.5, 0.0, 0.2], [0.1, 0.1, 0.3], [-0.2, 0.0, 0.4], [0.2, 0.0, -0.3], [-0.7, 0.4, -0.4], [-0.5, -0.4, -0.5], [0.3, -0.8, -0.3], [-1.1, -1.8, 1.3], [0.4, 0.8, 1.2], [1.5, -0.2, -1.5], [1.7, -0.3, 1.3], [-0.2, 1.8, 0.2], [1.1, -2.7, 0.3], [-0.3, -1.1, -0.5], [-0.6, -0.7, -0.9], [-1.0, 0.9, -0.6], [0.2, -0.1, -0.1], [-0.5, 0.8, -1.3], [-0.8, -0.2, 0.8], [0.1, 0.3, -0.7], [0.0, 0.1, -0.5], [-0.3, 0.5, 0.1], [0.2, 0.3, 0.1], [0.2, -0.6, -0.1], [0.0, 0.5, 0.0], [0.2, 0.1, 0.1], [-0.1, 0.1, 0.2], [-0.2, 0.9, 0.1], [-0.2, 0.2, 0.2], [-0.2, 0.3, -0.2], [-0.1, 0.5, 0.2], [-0.1, -0.2, -0.4], [-0.1, -0.1, 0.0], [0.0, 0.3, -0.1], [0.1, -0.3, 0.1], [0.1, -0.1, 0.6], [-0.9, -0.4, -0.9], [-2.1, 0.2, 1.2], [0.8, -0.6, -0.5], [1.3, 0.8, -0.3], [1.0, -0.2, -0.1], [0.2, 0.3, 1.0], [-0.3, -0.2, -0.4], [-1.7, 0.3, 0.4], [-0.8, -0.4, -0.1], [-0.3, 0.5, 2.0], [2.2, 0.1, -1.5], [0.0, -0.1, -0.9], [-0.1, 0.0, -0.1], [0.7, -0.4, 0.1], [2.0, 0.0, -1.0], [-4.0, 1.2, 0.0], [0.5, 1.0, -2.5], [1.7, -2.1, 2.8], [0.5, 0.5, 0.2], [-0.8, 0.0, 0.1], [0.3, -0.7, 0.5], [0.4, -0.2, -0.9], [0.3, -1.6, -0.9], [-0.1, 0.7, 0.4], [0.1, 0.3, -0.4], [0.2, -0.3, 0.0], [-1.0, 0.4, 0.5], [0.2, 0.7, 1.0], [-0.4, 0.2, -0.8], [2.8, 0.9, -5.6], [-2.3, -0.3, 4.3], [-1.0, -0.5, 0.7], [0.5, -0.1, 0.5], [0.1, -0.1, 0.4], [0.3, -0.1, 0.5], [1.1, 1.0, 0.2], [0.1, 0.3, -2.5], [-0.8, -0.8, 2.6], [0.6, 0.4, -0.8], [-0.9, 0.2, -0.2], [0.6, -0.3, 0.1], [-0.7, -0.5, 0.5], [-0.2, 0.0, -0.1], [0.0, 0.5, 0.4], [-0.1, -1.6, 0.3], [0.0, 0.5, 0.3], [0.3, 0.4, -0.4], [-0.2, 0.1, 0.0], [0.1, 0.0, -0.4], [0.2, 0.0, 0.0], [-0.3, 0.3, -0.1], [1.3, 0.4, -0.5], [-1.2, -1.4, -0.1], [-0.5, -0.2, 0.4], [0.1, 0.5, 0.5], [0.0, -0.1, 0.1], [0.2, 0.3, -0.2], [0.5, 0.4, -0.1], [0.1, -0.5, -0.1], [-1.0, 0.0, 1.4], [0.8, 0.5, -0.6], [-0.4, 0.2, 0.5], [0.3, 0.0, 0.1], [-0.3, -0.2, -0.2], [-0.1, 0.2, -0.8], [0.4, -0.1, -0.2]]
}